{
  "formula": "C25H41Cl3N3O3SiSn",
  "method": "ωB97M-V/def2-TZVPD",
  "e_tot_ev": -88482.8479,
  "e_above_lowest_kj_mol": 17.7,
  "e_homo_ev": [-1.299, -0.271],
  "total_charge": -1,
  "elements": ["C", "C", "H", "H", "H", "C", "C", "H", "H", "H", "H", "Sn", "Cl", "Cl", "C", "O", "N", "C", "C", "H", "H", "H", "H", "H", "H", "H", "H", "H", "C", "C", "N", "H", "C", "O", "H", "H", "H", "H", "O", "C", "C", "C", "H", "C", "H", "C", "H", "C", "C", "H", "H", "H", "Si", "Cl", "C", "C", "C", "H", "H", "H", "H", "H", "H", "H", "H", "H", "C", "C", "C", "N", "C", "C", "H", "H", "H", "H", "H"],
  "coordinates": [[-1.103058, 2.571079, -1.829546], [0.363252, 2.396526, -2.058194], [-1.391034, 3.599548, -1.628223], [-1.434858, 1.945459, -1.002947], [-1.661993, 2.236932, -2.707181], [1.240335, 3.381942, -2.261576], [0.973585, 4.848295, -2.307676], [2.274722, 3.105789, -2.436334], [-0.059515, 5.104531, -2.089824], [1.211451, 5.256627, -3.293050], [1.606502, 5.386336, -1.597061], [0.075688, -0.969608, 0.175863], [-0.748200, -2.015660, -1.720597], [-1.986943, -0.056337, 0.726068], [2.368556, -2.288171, -1.174005], [1.933715, -1.936720, -0.064054], [3.570666, -2.835569, -1.354864], [4.495482, -3.009294, -0.255502], [4.031718, -3.192202, -2.679698], [1.763976, -2.182787, -2.073389], [3.991340, -2.760518, 0.670348], [5.361329, -2.358003, -0.383309], [4.841459, -4.041780, -0.214917], [3.261104, -2.965854, -3.408845], [4.268610, -4.255519, -2.728139], [4.920018, -2.618297, -2.938679], [0.071271, 2.990204, 0.864745], [2.550638, 3.317746, 0.525681], [0.269388, 2.512259, 1.820669], [2.686194, 2.900805, 1.523922], [1.616514, 1.969531, 1.810596], [-0.444124, 1.709422, 1.955082], [1.835343, 0.662269, 1.829094], [0.964451, -0.216923, 1.949753], [3.646129, 2.393938, 1.565937], [2.896819, 0.391046, 1.752496], [0.179565, 3.245715, 2.621710], [2.684956, 3.712389, 2.250094], [0.787755, 0.560764, -0.640857], [0.794041, 0.937378, -1.988257], [3.306650, 0.681200, -1.884867], [2.134122, 0.667664, -2.632402], [3.230763, 0.849739, -0.821034], [4.538929, 0.469223, -2.486351], [0.048902, 0.357180, -2.543906], [2.221877, 0.408421, -3.996842], [5.443054, 0.496722, -1.889825], [4.616418, 0.224322, -3.850848], [3.449491, 0.186121, -4.603659], [1.314069, 0.382887, -4.587116], [5.576307, 0.059185, -4.323808], [3.497456, -0.013337, -5.666627], [-6.653722, 1.133414, 2.787484], [-6.669063, 3.073698, 1.978947], [-5.576820, 1.178548, 4.312231], [-5.952717, -0.003782, 1.482917], [-8.419789, 0.694506, 3.205663], [-4.560235, 1.482980, 4.069636], [-5.528064, 0.194060, 4.778919], [-5.965518, 1.878171, 5.050004], [-8.838369, 1.388914, 3.932027], [-8.477367, -0.308158, 3.630422], [-9.053140, 0.718481, 2.320593], [-4.939201, 0.284743, 1.209927], [-6.557384, 0.012576, 0.577957], [-5.921272, -1.032084, 1.844812], [-1.339561, -5.059021, 2.444827], [-0.605437, -5.135373, 1.264721], [-0.211717, -3.958716, 0.623434], [-0.546427, -2.733364, 1.136118], [-1.253312, -2.655597, 2.305669], [-1.663684, -3.812338, 2.972803], [-1.649745, -5.963092, 2.952470], [-0.339603, -6.098654, 0.848853], [0.364005, -4.042373, -0.286452], [-1.501497, -1.699710, 2.742718], [-2.225247, -3.740443, 3.895250]],
  "forces_ev_per_a": [[-0.1514, 0.0463, -0.0244], [0.3191, 0.2093, -0.1162], [0.0050, 0.0617, 0.0451], [0.0066, -0.0191, 0.1228], [-0.0078, -0.0319, -0.0815], [-0.0947, -0.3632, -0.0424], [-0.0376, 0.2497, 0.0079], [0.0575, -0.0161, 0.0203], [-0.0738, -0.0095, 0.0299], [0.0084, -0.0071, -0.0658], [0.0060, -0.0336, 0.0499], [-1.0782, -1.5373, 3.2322], [-0.4716, -0.5050, -2.0872], [-1.6891, 0.9726, 0.1996], [0.4093, -0.1431, 0.1953], [1.4687, -0.7016, -0.5869], [-0.3125, 0.1373, 0.0409], [0.0069, 0.0140, 0.0697], [-0.0159, 0.0041, 0.0229], [-0.0494, 0.0151, -0.1145], [-0.0475, 0.0307, 0.1055], [0.0227, 0.0648, -0.0325], [-0.0264, -0.0671, -0.0221], [-0.0985, 0.0287, -0.0666], [-0.0014, -0.0570, 0.0283], [0.0721, 0.0599, 0.0087], [-0.2240, 0.2404, -0.2369], [0.1025, 0.2256, -0.2673], [0.9349, -0.2796, -0.0668], [-0.8413, -0.6723, 0.0033], [-0.9367, 3.3213, -0.0369], [-0.0537, -0.0346, 0.0995], [4.8317, -0.2728, 0.4706], [-3.3508, -2.8207, -0.2150], [0.0980, -0.1034, 0.0596], [-0.1031, -0.0403, -0.1026], [-0.1731, 0.2276, 0.1933], [0.0442, 0.2049, 0.1416], [1.2144, 2.4950, -1.8250], [-0.0553, 0.1120, 0.0986], [-0.0472, 0.0176, 0.0618], [0.1422, -0.0255, -0.1189], [-0.0417, 0.0374, 0.2124], [0.0131, -0.0420, -0.0713], [-0.0619, -0.0373, -0.1332], [-0.0139, -0.0083, 0.0173], [0.0077, 0.0069, 0.0278], [-0.0109, -0.0147, 0.0026], [0.0257, 0.0115, -0.0113], [-0.0504, -0.0068, -0.0302], [0.0262, -0.0019, -0.0179], [-0.0015, -0.0062, -0.0347], [0.3394, -0.1861, -0.2157], [-0.0731, -0.1343, 0.1080], [-0.1373, 0.0542, -0.0675], [-0.1641, 0.2068, 0.1840], [0.0219, 0.0801, 0.0232], [0.0613, -0.0079, -0.0980], [-0.0067, -0.0892, -0.0210], [-0.0727, 0.0804, 0.0599], [-0.0157, 0.0797, 0.0724], [0.0546, -0.0805, 0.0215], [-0.0080, 0.0098, -0.1032], [0.1219, 0.0023, 0.0187], [-0.0915, 0.0285, -0.0705], [0.0341, -0.0571, 0.0560], [-0.3720, -1.4010, 0.5154], [0.6903, 1.4736, -1.0256], [-0.3666, -2.5553, 0.9580], [0.4682, 0.8463, -0.1355], [-0.8545, -2.0056, 1.7642], [0.4496, 2.0326, -0.6933], [-0.0184, -0.0449, 0.0047], [0.0786, 0.0462, -0.1374], [-0.0864, 0.3651, 0.0011], [0.2386, 0.1378, -0.3800], [0.0068, 0.1819, 0.0015]],
  "lowdin_charge": [-0.04, -0.22, 0.07, 0.03, 0.09, -0.12, -0.10, 0.10, 0.06, 0.07, 0.07, 0.52, 0.21, 0.18, -0.29, -0.09, -0.15, -0.02, -0.04, 0.09, 0.10, 0.09, 0.09, 0.09, 0.09, 0.08, 0.07, 0.07, -0.06, -0.08, -0.21, 0.03, -0.48, -0.20, 0.07, 0.09, 0.07, 0.07, -0.32, -0.37, -0.03, -0.19, 0.11, -0.09, 0.09, -0.03, 0.10, -0.12, -0.10, 0.12, 0.09, 0.10, 0.12, 0.25, -0.21, -0.21, -0.22, 0.03, 0.03, 0.02, 0.02, 0.03, 0.03, 0.00, 0.03, 0.04, -0.19, -0.13, -0.22, -0.19, -0.20, -0.13, 0.07, 0.08, 0.05, 0.06, 0.08]
}

{
  "formula": "C18H17Cl2N5",
  "method": "ωB97M-V/def2-TZVPD",
  "e_tot_ev": -51436.4673,
  "e_homo_ev": -8.196,
  "smiles": "CC1(C)c2cc(Cl)ccc2N(CCc2nnn[nH]2)c2ccc(Cl)cc21",
  "elements": ["Cl", "Cl", "N", "N", "N", "C", "C", "C", "C", "C", "C", "C", "C", "C", "C", "C", "C", "C", "N", "N", "C", "C", "C", "C", "C", "H", "H", "H", "H", "H", "H", "H", "H", "H", "H", "H", "H", "H", "H", "H", "H", "H"],
  "coordinates": [[-3.648547, 4.327652, 1.781900], [2.738446, -1.055171, -4.743399], [1.979096, -4.297862, 3.955229], [1.708374, -5.180930, 3.061232], [1.380909, -3.097925, 3.664676], [0.660688, -3.306777, 2.603987], [-2.915338, 1.707494, 1.893145], [1.595816, -1.966555, -2.452945], [-2.100613, 0.627861, 1.546378], [0.853310, -1.804879, -1.294515], [-1.699658, 3.019130, 0.272219], [1.220939, 0.388538, -2.921372], [-2.668598, 2.916499, 1.300944], [1.795899, -0.855262, -3.264804], [-1.067652, 0.716523, 0.616942], [0.327510, -0.567371, -0.880290], [-0.904816, 1.908308, -0.114991], [0.493578, 0.559903, -1.726835], [0.798733, -4.611801, 2.225193], [-0.268275, -0.420971, 0.371360], [1.224674, 2.823320, -0.998985], [-0.784501, 2.585747, -2.488425], [-0.218282, -2.257471, 1.991621], [0.485600, -1.000694, 1.510476], [0.000600, 1.962026, -1.333027], [-3.678770, 1.613257, 2.633940], [2.079613, -2.921062, -2.731002], [-2.282533, -0.318147, 2.064890], [0.691650, -2.704508, -0.685932], [-1.607626, 3.962221, -0.250918], [1.506464, 1.196783, -3.608462], [0.391074, -5.102240, 1.453554], [0.936977, 3.855990, -0.892753], [1.999738, 2.756090, -1.780129], [1.607892, 2.525963, 0.003897], [-1.735163, 2.039770, -2.599296], [-1.021662, 3.647850, -2.297355], [-0.235969, 2.484480, -3.408633], [-0.765327, -2.661327, 1.166172], [-0.927267, -1.970085, 2.722214], [1.526123, -1.227978, 1.230225], [0.526894, -0.296389, 2.403873]],
  "forces_ev_per_a": [[0.6663, -0.7444, -0.4107], [-0.3572, 0.2868, 0.5647], [0.3941, 0.0524, -0.9982], [-0.9399, 0.3114, 0.5512], [0.1918, -0.8285, 0.3891], [-0.5263, -0.1687, -0.3673], [0.8531, -0.4222, -0.1475], [0.4406, 0.1266, -0.4207], [-0.1954, -0.2142, 0.7073], [-0.1495, -0.4665, 0.5379], [-0.2600, -0.6492, 0.3502], [0.7994, -0.7771, -0.3217], [0.4880, 0.8524, -1.0522], [-0.5759, 0.3443, 0.2974], [-0.3024, 0.4248, -0.2821], [0.6497, 0.6765, -1.2153], [-1.1004, 0.2222, 0.6840], [0.2056, -0.5016, -0.2747], [0.8380, 1.3827, 0.7119], [0.5289, -0.0618, 0.7143], [0.4852, -0.3414, 0.6230], [-0.7622, -0.0524, 0.2554], [0.7203, -0.9611, -0.1749], [-0.0025, 0.7097, 0.8508], [0.2768, -0.0179, 0.1215], [-0.3354, -0.1329, 0.2980], [-0.5662, 0.5886, 0.3079], [0.1150, 0.2619, -0.3003], [0.0629, 0.5224, -0.0883], [0.0532, -0.0197, 0.0633], [-0.5369, -0.0807, 0.5308], [0.0576, -0.2035, -0.1557], [-0.1887, 0.5076, -0.0508], [-0.2155, -0.0428, 0.4304], [0.1510, 0.0365, -0.8239], [0.2574, 0.2317, -0.0934], [0.2139, -0.4916, -0.1628], [0.1874, 0.2002, -0.4025], [-0.3510, -0.4184, -0.5358], [-0.8769, 0.1272, 0.8350], [-0.3872, 0.2219, -0.1634], [-0.0068, -0.4912, -1.3816]],
  "nbo_charge": [-0.02, -0.01, -0.06, -0.05, -0.31, 0.34, -0.24, -0.21, -0.23, -0.26, -0.22, -0.22, 0.00, -0.04, 0.23, 0.25, -0.03, -0.04, -0.38, -0.48, -0.59, -0.59, -0.46, -0.21, -0.10, 0.23, 0.23, 0.21, 0.21, 0.23, 0.23, 0.42, 0.21, 0.22, 0.22, 0.22, 0.21, 0.21, 0.22, 0.24, 0.22, 0.23]
}

{
  "formula": "C5H10N2O",
  "method": "ωB97M-V/def2-TZVPD",
  "e_tot_ev": -10373.4615,
  "e_above_lowest_kj_mol": 177.9,
  "e_homo_ev": -8.185,
  "smiles": "CCc1c[nH]cn1.O",
  "elements": ["C", "C", "C", "C", "N", "C", "N", "H", "H", "H", "H", "H", "H", "H", "H", "H", "H", "O"],
  "coordinates": [[-1.271568, 0.608591, -3.184396], [-0.796685, 1.622295, -2.073834], [-0.467058, 0.798071, -0.890385], [0.433412, -0.310293, -0.898160], [0.574311, -0.644942, 0.494758], [-0.251317, 0.262672, 1.222339], [-1.060719, 0.979794, 0.385156], [-1.109538, 1.214517, -4.082187], [-2.282007, 0.159305, -3.162736], [-0.619471, -0.305033, -3.287387], [0.115260, 2.200409, -2.405807], [-1.699681, 2.285395, -2.000867], [1.088318, -0.543655, -1.699237], [1.252895, -1.414758, 0.776617], [-0.317807, 0.328540, 2.276921], [2.024255, -3.041749, 3.624876], [1.602499, -2.594903, 4.967472], [2.183678, -2.315007, 4.222444]],
  "forces_ev_per_a": [[1.5700, -0.1047, -1.1065], [-1.3460, -1.0215, -1.0940], [0.0711, -2.1388, 1.8356], [-2.0409, 3.1044, 2.9835], [0.3069, 0.6780, -0.9073], [-1.0413, -1.1565, -3.7176], [4.0345, -0.6658, 0.2698], [-0.5783, -0.5778, -0.4766], [0.2734, 0.9153, 0.4874], [-0.2864, 1.0964, 0.2118], [-1.1305, -0.5738, 0.1729], [1.2164, -0.2361, 0.7073], [0.5051, -0.7602, -0.1248], [-1.5307, 1.9189, 0.0487], [-0.0071, -0.4644, 0.7310], [0.1916, -0.2943, -0.6006], [0.6907, 0.6359, -0.5135], [-0.8987, -0.3550, 1.0929]],
  "nbo_charge": [-0.60, -0.44, 0.11, -0.15, -0.56, 0.17, -0.45, 0.20, 0.22, 0.20, 0.22, 0.23, 0.22, 0.43, 0.20, 0.46, 0.47, -0.93]
}

{
  "formula": "C15H14N4O3S",
  "method": "ωB97M-V/def2-TZVPD",
  "e_tot_ev": -38705.3597,
  "e_above_lowest_kj_mol": 1540.3,
  "e_homo_ev": -9.291,
  "elements": ["C", "H", "H", "H", "C", "C", "N", "N", "C", "N", "C", "O", "C", "N", "C", "O", "C", "C", "C", "C", "C", "C", "C", "O", "H", "H", "H", "H", "H", "H", "H", "S", "C", "H", "H", "H", "H"],
  "coordinates": [[-2.806451, -1.839835, -1.439814], [-2.566789, -0.797191, -1.759703], [-3.760178, -1.960241, -1.456081], [-2.398839, -2.456414, -2.373550], [-2.114015, -2.361429, -0.375279], [-0.740153, -1.988083, -0.293702], [-0.238519, -1.276308, -1.063512], [1.142544, -0.986328, -1.247411], [1.626485, -1.616413, -0.224387], [3.031201, -1.690130, 0.224004], [3.914199, -0.489903, 0.062986], [4.988524, -0.820465, 0.319541], [3.625026, 0.416021, -0.782140], [2.378310, 1.268435, -0.197697], [1.821247, 1.034675, 0.910709], [2.325886, 0.509511, 2.100969], [0.497520, 1.449171, 1.011075], [-0.556334, 1.662894, 2.003216], [-1.645080, 2.346532, 1.470694], [-2.009023, 2.683926, 0.343753], [-1.034325, 2.525719, -0.835180], [0.113367, 2.109895, -0.204124], [1.450831, 1.856776, -1.089995], [1.638524, 2.000725, -2.128003], [-1.163514, 3.000065, -2.007851], [-2.863907, 3.053986, -0.054843], [-2.529018, 2.146781, 2.263189], [-0.297275, 1.560367, 2.904527], [3.419641, 0.364997, -1.631511], [4.467871, 1.256622, -0.442887], [3.298201, -2.284873, 0.796416], [0.456420, -2.576589, 0.676326], [-2.676521, -1.336001, 0.970203], [-2.213241, -1.751226, 1.852785], [-2.623487, -0.377518, 0.762849], [-3.722906, -1.393909, 1.109524], [-2.236240, -3.244224, -0.175108]],
  "forces_ev_per_a": [[4.8411, 1.1816, -7.6390], [-0.0361, -0.7369, 0.7403], [-6.1519, -0.8824, 0.3053], [-0.9874, 1.2201, 1.1771], [0.1761, 10.8220, 5.4093], [-1.1914, -4.7235, 3.7997], [2.8959, 8.9831, -11.3246], [-1.9987, -1.4683, 2.8149], [3.2713, -1.9295, 2.0985], [-6.6923, 9.8292, -8.8666], [-2.1620, -12.9637, 4.2308], [6.3124, 0.1929, 2.3515], [0.2215, 15.6211, 10.2036], [3.2774, -1.1212, -3.3757], [2.4541, -3.8572, 11.6423], [-1.3929, 2.0561, -6.3632], [-7.2205, 4.0993, 0.2146], [3.3838, 0.6386, -9.5914], [-2.3386, -4.3324, 11.9873], [1.7322, 1.3803, -12.0152], [-0.7438, 1.9898, 1.9626], [3.8925, -2.1923, -4.0491], [-4.9492, -1.8274, 15.5705], [2.9089, 2.7392, -16.8756], [0.5301, -1.6985, 3.8463], [-3.1478, 0.9795, 0.1834], [1.6051, 1.5175, -1.4602], [0.9250, -1.3235, 7.2984], [-2.6083, -1.5917, -13.4015], [-1.6359, -2.0746, -2.0354], [2.9165, -6.8430, 6.8414], [2.9045, -1.7210, 3.1334], [0.0612, -6.7501, -0.4561], [0.3276, 0.6491, 0.4090], [1.7681, 4.7011, -1.1336], [-1.4485, -1.0253, 0.0248], [-1.6998, -9.5379, 2.3423]],
  "nbo_charge": [-0.58, 0.24, 0.20, 0.19, -0.20, 0.04, -0.30, -0.33, 0.22, -0.61, 0.66, -0.48, -0.24, -0.45, 0.61, -0.65, -0.12, -0.06, -0.26, -0.17, -0.17, -0.13, 0.74, -0.48, 0.27, 0.22, 0.21, 0.21, 0.22, 0.27, 0.38, 0.36, -0.59, 0.21, 0.20, 0.20, 0.20]
}